w) {
  "formula": "C5H14N2O",
  "method": "the ωB97M-V functional and the def2-TZVPD basis",
  "elements": ["C", "C", "C", "C", "C", "N", "N", "O", "H", "H", "H", "H", "H", "H", "H", "H", "H", "H", "H", "H", "H", "H"],
  "xyz": [[0.82589, 1.20177, -0.37778], [-1.92229, -0.82486, 1.40482], [-1.71807, -1.54838, -0.80452], [1.86676, -1.08958, -0.43740], [-0.11068, 2.06874, 0.44480], [-2.02754, -0.53654, 0.16040], [0.97504, -0.20332, 0.30163], [2.10471, 1.76640, -0.54563], [2.07922, 2.72599, -0.47964], [1.36827, -0.06220, 1.23057], [0.39033, 1.00447, -1.36588], [-1.92776, -1.85952, 1.77694], [-2.28230, -0.08881, 2.11525], [-0.70060, -1.33759, -1.15709], [-1.75696, -2.56932, -0.39705], [-2.39118, -1.44737, -1.65798], [1.65913, -1.04525, -1.50814], [1.65587, -2.13334, -0.21194], [2.93998, -0.89123, -0.34806], [-0.21873, 3.05162, -0.01459], [-1.10213, 1.62475, 0.42293], [0.29304, 2.19357, 1.44835]],
  "orbital_gap_ev": 9.94,
  "smiles": "CN[C@@H](C)O.C=NC"
}

***

x) {
  "formula": "C5H14N2O",
  "method": "the ωB97M-V functional and the def2-TZVPD basis",
  "elements": ["C", "C", "C", "C", "C", "N", "N", "O", "H", "H", "H", "H", "H", "H", "H", "H", "H", "H", "H", "H", "H", "H"],
  "xyz": [[-2.45803, 0.67166, -0.06277], [0.67704, -0.67302, -0.52756], [1.01360, 1.28849, 1.26168], [0.40310, -1.73894, 0.51309], [2.13244, -0.57975, -0.94143], [-3.03030, -0.43679, -0.34498], [-2.05139, 1.52130, -1.04065], [0.30726, 0.74662, 0.18782], [-3.50591, -0.84970, 0.45050], [-2.29413, 1.04692, 0.95516], [0.05261, -0.82766, -1.40758], [-1.16309, 1.97289, -0.86915], [-2.14486, 1.17115, -1.98176], [2.10373, 1.17122, 1.20146], [0.67938, 0.86093, 2.21607], [0.80712, 2.36623, 1.25651], [2.77161, -0.43774, -0.07300], [0.62152, -2.71922, 0.08590], [1.01643, -1.59454, 1.39920], [-0.64694, -1.72194, 0.79909], [2.42584, -1.49514, -1.45710], [2.28299, 0.25703, -1.62053]],
  "orbital_gap_ev": 9.84,
  "smiles": "[H]/N=C/N.COC(C)C"
}

***

y) {
  "formula": "C5H14N2O",
  "method": "the ωB97M-V functional and the def2-TZVPD basis",
  "elements": ["C", "N", "C", "N", "C", "C", "C", "O", "H", "H", "H", "H", "H", "H", "H", "H", "H", "H", "H", "H", "H", "H"],
  "xyz": [[0.07603, 1.08791, 0.31032], [1.45434, 0.74816, 0.71115], [2.52422, 0.87254, -0.24138], [3.53575, -0.15403, 0.27783], [-0.52481, -0.20460, -0.27033], [-2.12289, -0.26340, -0.37507], [-2.88160, -1.28022, 0.40487], [-2.34410, -0.56942, -1.77280], [-0.38720, 1.33230, 1.29556], [0.06805, 1.97290, -0.34395], [1.60573, 0.43749, 1.64513], [2.13984, 0.51177, -1.19386], [2.99519, 1.85436, -0.24678], [4.29436, 0.13299, 0.87452], [3.08072, -0.95209, 0.68808], [-0.12863, -1.06428, 0.31626], [-0.17369, -0.31927, -1.30592], [-2.37933, 0.78916, -0.26645], [-3.12260, -1.12782, 1.44709], [-3.57374, -1.90400, -0.15076], [-2.01402, -2.04565, 0.56643], [-2.12162, 0.14520, -2.36994]],
  "orbital_gap_ev": 8.98,
  "smiles": "C[C@H](O)CCNCN"
}

***

Which structure is the most stable? The one labeled x).

***

w) {
  "formula": "C5H14N2O",
  "method": "the ωB97M-V functional and the def2-TZVPD basis",
  "elements": ["C", "O", "C", "C", "C", "C", "N", "N", "H", "H", "H", "H", "H", "H", "H", "H", "H", "H", "H", "H", "H", "H"],
  "xyz": [[-0.07897, 1.78710, 1.80990], [-0.51952, 0.76621, 2.67801], [-0.36237, 1.30775, 0.35907], [0.90002, 0.42824, -0.05877], [0.70146, -0.99228, -0.48710], [0.78696, -1.18736, -2.02319], [0.43904, -2.53424, -2.46050], [-1.67243, 0.69695, 0.14008], [-0.53586, 2.77938, 2.00751], [0.97040, 1.97362, 1.99422], [-1.47367, 0.63589, 2.69637], [-0.30239, 2.07012, -0.42121], [1.38148, 1.02558, -0.83271], [1.73442, 0.48443, 0.65035], [1.44777, -1.69937, -0.12242], [-0.16284, -1.58723, -0.15255], [1.80872, -0.91952, -2.27942], [0.09617, -0.55331, -2.58752], [1.05106, -3.30525, -2.22872], [-0.50137, -2.82582, -2.24247], [-2.29762, 1.24705, 0.71394], [-1.75364, -0.30502, 0.21852]],
  "orbital_gap_ev": 9.65,
  "smiles": "NCCC[C@@H](N)CO"
}

***

x) {
  "formula": "C5H14N2O",
  "method": "the ωB97M-V functional and the def2-TZVPD basis",
  "elements": ["C", "N", "C", "O", "C", "C", "C", "N", "H", "H", "H", "H", "H", "H", "H", "H", "H", "H", "H", "H", "H", "H"],
  "xyz": [[1.91001, -1.14883, -0.42428], [2.87862, -0.92776, 0.51711], [-3.48273, 0.36704, -0.15506], [-2.26935, 0.87942, -0.45026], [0.98250, 0.11082, -0.73179], [0.89659, 0.97193, 0.53393], [0.20987, 0.22240, 1.74288], [-0.26984, -0.41715, -1.12207], [1.19470, -1.99403, -0.27790], [2.39187, -1.29150, -1.41538], [3.15475, -1.80546, 0.96214], [-3.75997, -0.57185, -0.68949], [-3.70753, 0.28691, 0.91943], [-4.38636, 0.92524, -0.54015], [1.27444, 0.84300, -1.51073], [0.35804, 1.90175, 0.38722], [1.92313, 0.98443, 0.89609], [-0.03633, 0.81322, 2.62754], [1.05075, -0.39840, 2.13346], [-0.57699, -0.38880, 1.30045], [-0.49755, -0.31043, -2.10647], [-1.15417, 0.06359, -0.63867]],
  "orbital_gap_ev": 4.09
}

***

y) {
  "formula": "C5H14N2O",
  "method": "the ωB97M-V functional and the def2-TZVPD basis",
  "elements": ["N", "C", "C", "N", "C", "C", "C", "O", "H", "H", "H", "H", "H", "H", "H", "H", "H", "H", "H", "H", "H", "H"],
  "xyz": [[-2.19917, 1.04406, -1.23307], [-1.30626, 0.33744, -2.13859], [0.09630, 0.24781, -1.54496], [0.25467, -0.71944, -0.47967], [-0.20267, -1.33728, 1.84577], [0.31203, -0.25404, 0.89415], [1.73171, 0.14447, 1.35453], [1.87275, 1.57005, 1.35368], [-2.88168, 1.60920, -1.72381], [-2.67799, 0.41223, -0.60695], [-1.18616, 0.72270, -3.15769], [-1.64391, -0.68721, -2.28765], [0.83128, 0.03508, -2.33239], [0.44553, 1.24835, -1.25106], [0.83859, -1.50606, -0.70739], [-0.50782, -0.85657, 2.77709], [0.54856, -2.10659, 1.98486], [-1.03653, -1.83767, 1.34773], [-0.25343, 0.67883, 0.87118], [1.96988, -0.27673, 2.33639], [2.47628, -0.28666, 0.67636], [2.51802, 1.81802, 2.02147]],
  "orbital_gap_ev": 9.19,
  "smiles": "C[C@@H](CO)NCCN"
}

***

z) {
  "formula": "C5H14N2O",
  "method": "the ωB97M-V functional and the def2-TZVPD basis",
  "elements": ["C", "C", "C", "N", "H", "H", "H", "H", "H", "H", "H", "H", "H", "N", "C", "C", "O", "H", "H", "H", "H", "H"],
  "xyz": [[1.19185, -0.47533, -0.20563], [1.27137, 0.34301, 0.97412], [1.40531, -1.96387, -0.16294], [1.52035, 0.14348, -1.42289], [-0.37842, -0.41448, -0.26572], [1.21436, -0.36233, -2.24376], [1.22377, 1.11119, -1.47164], [0.19947, 0.91352, 1.05740], [1.41405, -0.21384, 1.89725], [1.01565, -2.38416, 0.76438], [0.90756, -2.46725, -0.99677], [1.95192, 1.19192, 0.90607], [2.47423, -2.20049, -0.22287], [-2.33947, -0.77882, 0.44478], [-1.21135, 1.42793, 0.36569], [-1.46304, 0.16462, -0.24142], [-0.63980, 2.43630, -0.44062], [-1.31450, 3.08125, -0.68564], [-1.87620, -1.19173, 1.24484], [-3.18201, -0.32440, 0.77693], [-1.74759, 1.75535, 1.25164], [-1.63749, 0.20812, -1.32318]],
  "orbital_gap_ev": 7.52
}

***

Which structure is the most stable? The one labeled y).

***

w) {
  "formula": "C5H14N2O",
  "method": "the ωB97M-V functional and the def2-TZVPD basis",
  "elements": ["C", "N", "C", "C", "O", "C", "N", "C", "H", "H", "H", "H", "H", "H", "H", "H", "H", "H", "H", "H", "H", "H"],
  "xyz": [[0.14466, 1.34200, 1.31832], [0.61270, 0.37163, 0.35080], [-0.31670, -0.38722, -0.47020], [-0.42560, 0.24503, -1.86418], [-1.79475, 0.22182, -2.34978], [0.16940, -1.87760, -0.55751], [-0.62924, -2.86482, 0.15721], [1.29631, 2.04058, 2.05518], [-0.47323, 0.82926, 2.06062], [-0.43341, 2.12229, 0.81261], [1.51214, 0.56729, -0.05891], [-1.30256, -0.31855, -0.01229], [0.19948, -0.21592, -2.62458], [-0.20830, 1.31124, -1.78644], [-2.00393, -0.66868, -2.64467], [1.19301, -1.86379, -0.19412], [0.15912, -2.13842, -1.61405], [-0.96351, -2.49526, 1.04709], [-1.48877, -3.02683, -0.36151], [1.16780, 1.99088, 3.13144], [1.29025, 3.10828, 1.82124], [2.29514, 1.70678, 1.78370]],
  "orbital_gap_ev": 9.08,
  "smiles": "CCN[C@H](CN)CO"
}

***

x) {
  "formula": "C5H14N2O",
  "method": "the ωB97M-V functional and the def2-TZVPD basis",
  "elements": ["N", "C", "C", "O", "C", "N", "C", "C", "H", "H", "H", "H", "H", "H", "H", "H", "H", "H", "H", "H", "H", "H"],
  "xyz": [[-2.13441, 0.95521, 0.13862], [-0.76417, 1.30601, 0.33064], [-0.50234, 2.11029, 1.61433], [2.33769, -1.32933, 1.27027], [0.10491, 0.09099, 0.27646], [0.34687, -0.36200, -1.13881], [-0.89481, -0.66318, -1.84510], [1.23897, -1.51719, -1.13629], [2.92869, -1.93608, 1.81360], [-2.50863, 0.67073, 1.08922], [-0.48138, 1.89784, -0.50212], [0.56672, 2.49867, 1.65289], [-0.62030, 1.44644, 2.53840], [-1.15277, 2.93136, 1.68639], [-0.26681, -0.75687, 0.94233], [1.09500, 0.33287, 0.64804], [-0.65574, -0.92819, -2.83277], [-1.46095, 0.25907, -1.79212], [-1.42854, -1.46361, -1.36473], [1.65613, -1.72392, -2.14785], [0.59218, -2.42768, -0.88787], [2.00368, -1.39140, -0.35353]],
  "orbital_gap_ev": 3.30
}

***

y) {
  "formula": "C5H14N2O",
  "method": "the ωB97M-V functional and the def2-TZVPD basis",
  "elements": ["C", "C", "C", "C", "N", "C", "N", "H", "H", "H", "H", "H", "H", "H", "H", "H", "H", "H", "H", "H", "H", "O"],
  "xyz": [[0.18498, 2.41347, 0.60500], [0.71073, 1.57083, -0.56757], [0.47442, 0.07778, -0.51126], [0.41914, -0.58402, -1.66741], [0.37631, -1.99061, -1.72608], [0.87914, -0.62776, 0.74558], [-0.94272, 1.89487, 1.36153], [0.97385, 2.67626, 1.30471], [-0.02213, 3.42366, 0.23462], [0.32855, 1.99526, -1.49485], [1.78914, 1.71298, -0.65478], [0.51475, -0.09915, -2.63574], [-0.45596, -2.39288, -1.32011], [0.58066, -2.42599, -2.61542], [0.06092, -0.72276, 1.47950], [1.56826, -0.00020, 1.31987], [1.21616, -1.64705, 0.58690], [-1.47178, 1.20165, 0.85228], [-0.62677, 1.48147, 2.22508], [-1.74583, -3.30798, 0.76393], [-2.56995, -2.11463, 1.25744], [-2.24187, -2.53521, 0.45680]],
  "orbital_gap_ev": 8.49,
  "smiles": "C/C(=C\\N)CCN.O"
}

***

z) {
  "formula": "C5H14N2O",
  "method": "the ωB97M-V functional and the def2-TZVPD basis",
  "elements": ["C", "N", "C", "C", "C", "N", "C", "O", "H", "H", "H", "H", "H", "H", "H", "H", "H", "H", "H", "H", "H", "H"],
  "xyz": [[-0.74029, 1.18633, 0.90986], [0.58345, 0.83558, 0.39073], [0.66161, 1.10301, -1.10184], [-1.86459, 0.39759, 0.07674], [-1.50636, -1.02495, -0.17500], [-2.11328, 1.21012, -1.05867], [2.85982, -1.47032, 0.79565], [1.36528, -1.69163, 0.61334], [-0.91252, 2.26511, 0.70927], [-0.74660, 1.01520, 1.99572], [0.65574, -0.17643, 0.45484], [0.41191, 2.13929, -1.34427], [-0.14058, 0.50403, -1.58240], [1.59366, 0.78789, -1.51486], [-2.73694, 0.41318, 0.72207], [-2.20039, -1.45477, -0.80760], [-0.56469, -1.11366, -0.66566], [-1.37942, -1.59665, 0.82455], [-2.94753, 0.90484, -1.65372], [3.05753, -0.51961, 1.31038], [3.34078, -2.30182, 1.32787], [3.32342, -1.41234, -0.22701]],
  "orbital_gap_ev": 3.89
}

***

Which structure is the most stable? The one labeled y).

***

w) {
  "formula": "C5H14N2O",
  "method": "the ωB97M-V functional and the def2-TZVPD basis",
  "elements": ["C", "C", "C", "C", "N", "C", "N", "H", "H", "H", "H", "H", "H", "H", "H", "H", "H", "H", "H", "H", "H", "O"],
  "xyz": [[0.65778, -0.18186, 2.00286], [-0.69288, -0.53889, 1.28462], [-0.75759, -0.13806, -0.13985], [-0.38311, -0.84356, -1.23979], [-0.54715, -0.38968, -2.58452], [-1.54885, 1.21631, -0.26101], [1.18490, -1.50292, 2.37044], [1.41628, 0.42283, 1.50559], [0.39419, 0.22727, 3.09097], [-1.04986, -1.57347, 1.21090], [-1.49275, 0.02683, 1.78524], [0.21529, -1.76152, -1.18966], [-0.50625, -1.11882, -3.31038], [-1.41575, 0.20933, -2.63669], [-1.23912, 1.86582, 0.50599], [-2.67856, 1.05655, 0.03629], [-1.48647, 1.67499, -1.24023], [0.80474, -2.28757, 1.82121], [2.18214, -1.56339, 2.39067], [1.68298, 1.44360, -2.13635], [2.67481, 2.18390, -1.26163], [2.58523, 1.57231, -2.00469]],
  "orbital_gap_ev": 8.77,
  "smiles": "C/C(=C\\N)CCN.O"
}

***

x) {
  "formula": "C5H14N2O",
  "method": "the ωB97M-V functional and the def2-TZVPD basis",
  "elements": ["C", "C", "C", "H", "H", "H", "H", "H", "H", "H", "H", "C", "N", "N", "C", "O", "H", "H", "H", "H", "H", "H"],
  "xyz": [[1.35906, -0.59004, 0.10920], [2.31932, -1.76674, 0.22554], [2.09439, 0.69940, -0.23808], [0.61683, -0.80950, -0.66114], [0.82788, -0.46595, 1.05590], [2.84701, -1.92187, -0.71308], [1.77624, -2.67663, 0.46822], [3.05510, -1.58444, 1.00633], [1.40312, 1.53548, -0.33088], [2.62346, 0.59217, -1.18243], [2.82149, 0.94348, 0.53376], [-2.04474, 1.07412, -1.11616], [-1.99050, 0.41750, 0.17070], [-1.67037, 1.16101, 1.31070], [-2.19883, -0.90712, 0.29846], [-2.45973, -1.65500, -0.61168], [-2.34741, 1.91017, 1.44720], [-0.74532, 1.57827, 1.21402], [-2.10336, -1.22272, 1.34970], [-1.07377, 1.50841, -1.36919], [-2.30727, 0.31817, -1.85295], [-2.80263, 1.86184, -1.11414]],
  "orbital_gap_ev": 10.44,
  "smiles": "CN(N)C=O.CCC"
}

***

y) {
  "formula": "C5H14N2O",
  "method": "the ωB97M-V functional and the def2-TZVPD basis",
  "elements": ["N", "C", "C", "O", "C", "N", "C", "C", "H", "H", "H", "H", "H", "H", "H", "H", "H", "H", "H", "H", "H", "H"],
  "xyz": [[-2.09642, 1.60286, 0.23339], [-0.68635, 1.09322, 0.34699], [-0.17953, 1.24600, 1.77422], [1.02448, 0.57653, 2.20934], [-0.44307, -0.35120, -0.15961], [1.06050, -0.65066, -0.36651], [1.22705, -1.75909, -1.35970], [0.19402, -1.64498, -2.54780], [-2.15221, 2.58841, 0.31956], [-2.58509, 1.08631, 0.90571], [-0.06825, 1.64360, -0.35160], [0.15432, 2.33773, 1.86452], [-0.94209, 0.91121, 2.59964], [0.84700, -0.38477, 2.06099], [-0.69289, -1.20300, 0.64783], [-1.10373, -0.54343, -1.04374], [1.47870, 0.19279, -0.70872], [2.33100, -1.61326, -1.69359], [1.00820, -2.70693, -0.76245], [0.58646, -2.42264, -3.25008], [-0.81314, -1.92722, -2.50340], [0.33459, -0.74008, -3.15223]],
  "orbital_gap_ev": 9.94,
  "smiles": "CCNC[C@@H](N)CO"
}

***

z) {
  "formula": "C5H14N2O",
  "method": "the ωB97M-V functional and the def2-TZVPD basis",
  "elements": ["C", "N", "C", "O", "C", "C", "C", "N", "H", "H", "H", "H", "H", "H", "H", "H", "H", "H", "H", "H", "H", "H"],
  "xyz": [[0.53919, 0.22829, -0.61159], [0.83588, 1.14688, 0.51838], [-0.16349, 2.13946, 0.78566], [-0.30648, 2.95084, -0.36110], [0.77433, -1.18731, -0.16637], [-0.28648, -1.69594, 0.80184], [-1.74880, -1.62925, 0.45607], [0.70525, -2.11968, -1.35527], [-0.51725, 0.37592, -0.85426], [1.08232, 0.61344, -1.47676], [1.78042, 1.49618, 0.49400], [-1.10398, 1.60637, 0.99774], [0.01305, 2.67523, 1.72651], [-0.92901, 3.67867, -0.22446], [1.82005, -1.32526, 0.11788], [0.09230, -2.65386, 1.18785], [-0.14545, -1.16557, 1.75018], [-2.34383, -2.05030, 1.27322], [-2.11094, -0.64025, 0.19776], [-2.06357, -2.37297, -0.29278], [1.28133, -1.75060, -2.09024], [-0.26497, -2.27296, -1.59998]],
  "orbital_gap_ev": 9.62,
  "smiles": "CC[C@@H](N)CNCO"
}

***

Which structure is the most stable? The one labeled x).